Entry 1:
Computed, not measured: a molecular structure, C7H28FN14O7V at a distorted geometry, with ωB97M-V/def2-TZVPD.

The geometry in XYZ format:
```
58
Properties=species:S:1:pos:R:3:forces:R:3
V -11.7647 -22.8656 2.7060 1.61 -2.39 0.47
F -10.6848 -24.5587 2.6819 -1.45 2.62 0.14
C -11.1760 -23.1001 6.1847 -0.55 0.85 -0.71
O -11.6562 -23.2591 5.0538 -0.15 -0.42 0.07
N -11.7423 -23.6125 7.2972 -0.17 -0.36 0.33
N -10.1428 -22.2560 6.4215 0.17 -0.29 -0.05
H -11.2508 -23.6185 8.1711 -0.04 0.06 0.09
H -12.6474 -24.0448 7.2727 0.14 -0.24 -0.28
H -9.7320 -21.8069 5.6324 0.23 -0.02 -0.11
H -9.7419 -22.1474 7.3331 0.07 0.08 0.02
C -14.2989 -20.8737 4.0246 -0.26 0.11 -0.56
O -13.4442 -21.6867 3.6631 -0.30 -0.08 0.41
N -15.0528 -20.1460 3.1535 0.54 -0.46 0.62
N -14.6079 -20.6673 5.3244 1.00 -0.77 0.81
H -15.7649 -19.5745 3.5629 -0.33 0.25 -0.60
H -14.9199 -20.2969 2.1749 -0.13 0.24 -0.09
H -13.9761 -21.1272 5.9654 -0.17 0.03 -0.02
H -15.1312 -19.9086 5.7174 -0.19 0.22 -0.35
C -12.4663 -20.4694 0.3769 0.43 -1.23 1.52
O -12.4087 -21.1165 1.4412 -0.17 1.06 -0.70
N -11.4367 -19.7404 -0.0889 0.37 0.23 -0.37
N -13.5682 -20.4705 -0.3888 -0.16 0.40 -0.89
H -10.5096 -19.8400 0.2853 -0.14 -0.20 0.24
H -11.5477 -19.1364 -0.8831 0.00 0.06 -0.03
H -14.4712 -20.7556 -0.0661 0.10 -0.33 0.06
H -13.4618 -20.1909 -1.3480 -0.44 0.16 -0.02
C -12.7807 -24.1189 -0.4017 1.09 -0.95 0.80
O -12.4044 -23.5998 0.6509 -0.23 0.58 -0.73
N -12.3968 -23.6866 -1.6334 -0.54 -0.21 -0.19
N -13.4413 -25.3078 -0.4173 -0.14 0.83 -0.32
H -12.8258 -24.1415 -2.4188 0.16 0.24 -0.30
H -11.8505 -22.8621 -1.7935 -0.05 0.11 0.28
H -13.4752 -25.7951 -1.2918 -0.29 -0.46 0.16
H -13.6764 -25.7555 0.4497 0.12 -0.11 -0.01
C -14.4361 -24.9628 2.8738 0.75 0.15 0.03
O -13.3316 -24.4067 2.9112 -0.23 0.02 0.41
N -14.5555 -26.2941 3.0963 0.29 0.53 -0.16
N -15.5601 -24.3146 2.5391 -1.02 0.69 -0.30
H -13.7425 -26.7342 3.4952 -0.19 -0.28 -0.01
H -15.4652 -26.7142 3.0872 0.09 -0.37 0.23
H -15.5548 -23.3209 2.3945 0.40 -0.01 0.08
H -16.4797 -24.7158 2.5939 0.10 -0.27 0.08
C -9.0818 -22.5325 0.5025 -0.06 -1.01 -0.10
O -9.9369 -22.3449 1.3738 0.61 0.77 -0.14
N -7.8450 -21.9703 0.4783 -0.74 0.09 -0.12
N -9.3313 -23.3955 -0.5084 -1.08 -0.14 0.22
H -7.1983 -22.4478 -0.1220 0.56 0.34 0.22
H -7.5519 -21.4316 1.2711 0.24 -0.10 -0.03
H -8.7795 -23.5983 -1.3196 0.29 0.09 0.11
H -10.1945 -23.8974 -0.3569 0.19 -0.16 -0.24
C -9.7234 -20.4693 3.5612 -1.24 -0.44 0.14
O -10.5714 -21.3778 3.5623 0.80 0.10 0.63
N -10.1402 -19.2010 3.4249 0.28 0.69 -0.46
N -8.4002 -20.6060 3.8419 0.12 -0.14 -0.50
H -9.4880 -18.4697 3.2074 -0.06 0.23 0.26
H -11.1204 -18.9814 3.4123 -0.03 -0.27 -0.21
H -7.9209 -21.4917 3.8874 -0.44 -0.21 -0.16
H -7.8224 -19.8249 3.5859 0.24 0.10 0.36
```
Forces are in eV/Å.

Summary:
multiplicity: 3
gap between HOMO and LUMO (alpha / beta): 9.67 / 10.38 eV
molar mass: 490.3 g/mol
charge: +2
max |F|: 3.0 eV/A
ΔE to the lowest compared entry with this formula, charge and spin: 14.7 kJ/mol


Entry 2:
Computed, not measured: a gas-phase ion, C7H15N2O2S2 (charge +1) at a distorted geometry, with ωB97M-V/def2-TZVPD.

The geometry in XYZ format:
```
28
Properties=species:S:1:pos:R:3:forces:R:3
C -2.6489 2.4181 -0.7522 1.32 2.26 0.08
C -1.4951 2.3183 0.1854 -0.69 -4.08 0.33
C -1.8744 1.8712 1.5685 0.63 0.42 1.19
S -0.3090 1.3755 2.4881 -1.48 -0.78 -1.62
O 0.6375 2.2652 1.9163 1.02 0.55 -0.09
O -0.3732 1.1500 3.8713 -0.63 0.05 1.01
N 0.0284 -0.2228 1.8357 0.17 1.60 -2.55
C 0.1903 -0.1808 0.5299 -0.80 0.69 4.11
N 1.1343 -1.1631 -0.0513 -0.36 0.77 1.75
C 0.6912 -1.6301 -1.3284 0.37 -3.14 -1.87
C 1.4803 -2.2447 0.9827 -2.92 -0.90 -0.49
C 2.3616 -0.4418 -0.2231 2.90 1.03 -0.83
S -0.2882 0.9722 -0.5851 -0.99 1.68 -1.45
H -2.3110 2.6625 -1.7201 0.54 0.13 -1.36
H -3.1844 3.2926 -0.4808 -0.48 1.24 0.51
H -3.4044 1.7419 -0.8425 -1.44 -2.82 0.24
H -0.9786 3.2109 0.2737 1.53 1.47 -0.26
H -2.4250 2.7085 1.9873 0.75 0.64 0.79
H -2.6476 1.1624 1.6969 -0.36 -1.66 -0.46
H 0.7426 -0.9688 -2.1750 -0.22 0.93 0.32
H 1.3461 -2.4577 -1.6563 0.06 0.29 0.44
H -0.2514 -2.1150 -1.2296 -1.01 0.06 -0.01
H 1.0507 -1.9840 1.9416 0.04 0.33 -0.06
H 0.9328 -3.1216 0.6380 0.35 -0.18 0.07
H 2.5025 -2.4178 1.1095 1.55 -0.03 -0.47
H 2.9063 -1.0924 -0.8801 1.36 -0.88 0.73
H 2.4802 0.4165 -0.8726 -1.62 0.73 0.08
H 2.7581 -0.1605 0.7475 0.42 -0.38 -0.11
```
Forces are in eV/Å.

Summary:
gap between HOMO and LUMO (alpha / beta): 9.94 / 9.94 eV
molar mass: 223.3 g/mol
charge: +1
SMILES: C[C@H]1CS(=O)(=O)N=C([N+](C)(C)C)S1
max |F|: 4.2 eV/A
ΔE to the lowest compared entry with this formula, charge and spin: 81.9 kJ/mol


Entry 3:
Computed, not measured: 11 unconnected molecules or ions with the total composition C20H48BF4N4O6 at a distorted geometry, with ωB97M-V/def2-TZVPD.

The geometry in XYZ format:
```
83
Properties=species:S:1:pos:R:3:forces:R:3
B 25.5679 -89.1876 15.9096 -2.18 2.06 -0.31
F 25.8752 -88.2228 14.9541 0.78 0.82 0.03
F 26.0178 -88.8199 17.2137 0.26 -0.30 -0.45
F 24.1639 -89.2750 15.8885 -0.20 -0.08 0.88
F 26.0532 -90.3415 15.4861 1.59 -2.76 -0.33
C 26.6781 -89.6572 12.1136 0.27 0.15 1.50
C 27.9413 -88.9187 11.5979 -5.62 -4.67 2.67
N 28.8646 -88.4384 11.2050 4.09 2.42 -1.72
H 26.1290 -90.3135 11.3879 1.36 0.26 0.47
H 26.6354 -90.1161 13.2714 0.82 1.26 -3.41
H 26.0231 -88.8136 12.1287 -0.85 0.59 0.47
C 22.9876 -92.3079 15.4280 -0.78 -1.03 1.01
C 22.7801 -93.1537 16.6201 -1.24 -4.10 5.97
N 22.5876 -93.8840 17.5830 1.19 4.45 -5.91
H 22.5845 -91.3215 15.6241 -0.65 0.09 -0.13
H 24.0532 -92.0859 15.4331 0.17 -0.58 -1.09
H 22.4291 -92.9038 14.6419 1.34 1.23 0.20
C 23.1934 -89.0295 13.2339 -2.33 0.35 -1.29
C 23.4992 -88.3931 11.8835 -0.29 0.61 -2.40
N 23.6789 -87.9206 10.8105 -0.53 -1.70 3.85
H 23.2471 -88.2461 13.9751 -0.45 0.36 0.15
H 22.1061 -89.5888 13.2895 2.96 1.48 -0.39
H 24.0018 -89.6431 13.5433 0.51 -1.03 -0.10
C 29.0920 -88.8294 15.1354 -0.83 1.18 1.27
C 30.4786 -88.3330 15.1888 3.72 1.82 0.47
N 31.5737 -87.8605 15.2022 -4.49 -2.06 -0.04
H 29.0321 -89.6003 14.4543 0.13 -1.52 -2.13
H 28.6750 -89.3962 16.0181 0.77 1.38 -0.22
H 28.3958 -88.0186 14.7767 0.71 -0.82 0.70
C 23.9899 -85.0993 19.5075 -5.91 -3.43 1.64
C 24.9082 -85.9655 18.8263 1.59 1.80 -2.94
O 24.3485 -87.1623 18.3415 2.68 -1.54 -0.37
H 22.9689 -85.0970 18.9805 1.55 0.79 0.02
H 24.3538 -84.1626 19.7614 0.57 1.61 0.60
H 23.5729 -85.7450 20.3654 0.95 1.42 -0.10
H 25.8358 -85.9212 19.3879 0.35 -1.47 0.22
H 25.1417 -85.3566 17.9408 0.56 -0.23 -0.39
H 25.1140 -87.6850 17.8380 -2.41 1.30 1.41
C 28.9534 -93.0489 17.3506 0.70 -1.03 1.03
C 27.4759 -92.9007 17.4392 -1.62 -1.09 -2.05
O 26.9057 -92.8844 16.0787 0.61 -0.61 0.06
H 29.2794 -93.9493 16.7689 -0.21 1.12 0.32
H 29.5166 -92.9936 18.3061 -0.77 -0.75 0.00
H 29.2368 -92.1008 17.0038 0.98 0.99 -1.71
H 27.1971 -91.9451 17.7587 -0.17 1.32 1.59
H 26.8989 -93.6857 17.9162 0.32 -0.07 0.66
H 26.3808 -92.0865 15.9640 0.26 0.00 0.13
C 29.2622 -88.6241 20.9754 0.57 -1.41 -2.28
C 28.1447 -89.1863 20.1983 -4.22 -2.98 -0.52
O 27.6760 -88.1903 19.2952 4.16 2.05 3.84
H 29.3721 -89.1888 21.8758 1.29 -1.16 0.12
H 28.7900 -87.8149 21.4164 0.00 2.82 0.14
H 30.0516 -88.5289 20.1328 -0.49 0.48 2.44
H 27.2249 -89.4925 20.8397 1.41 0.77 -0.29
H 28.2613 -90.2263 19.6995 0.70 1.68 0.24
H 27.1205 -88.4696 18.6685 -3.23 -2.21 -3.58
C 26.7677 -83.9348 13.0928 2.54 2.43 2.92
C 26.7529 -85.2283 13.7973 0.40 0.38 -5.52
O 25.5976 -85.9197 13.4725 -3.51 6.56 -2.78
H 27.0924 -83.9664 12.0924 -0.35 0.08 -1.37
H 27.5665 -83.2768 13.6645 -1.02 -1.17 -1.20
H 25.8923 -83.3949 13.3974 -0.89 0.24 -0.87
H 26.6924 -85.0562 14.7344 0.28 1.18 6.84
H 27.6193 -85.8052 13.5443 0.77 -0.47 -0.07
H 25.9192 -86.6730 13.6789 1.69 -9.18 2.04
C 25.2478 -91.3761 20.2222 0.83 -0.05 -1.00
C 24.3874 -90.6444 21.3698 -1.00 -2.68 -5.17
O 24.0529 -91.7197 22.1607 -1.30 -0.98 1.96
H 26.2549 -91.6820 20.6927 -1.27 0.73 -0.87
H 25.4413 -90.7625 19.1491 -0.62 -1.55 3.15
H 24.7676 -92.4065 20.0146 0.40 1.91 0.02
H 23.5550 -90.1313 20.8573 -0.12 -0.34 0.38
H 24.9380 -89.9499 21.8254 2.36 2.78 2.09
H 23.3154 -91.5512 22.7808 0.66 0.18 -0.63
C 20.3755 -89.8941 18.0781 4.56 -2.97 5.84
C 21.6916 -89.2121 17.7957 1.88 -0.55 1.12
O 21.8253 -87.8959 18.1059 2.05 3.94 -0.02
H 20.7081 -91.0216 17.7682 -1.32 2.15 1.52
H 19.6499 -89.6684 17.4748 -4.14 1.74 -3.43
H 19.9878 -89.6637 19.2893 1.21 -1.21 -3.54
H 21.9331 -89.3526 16.7934 -0.02 -0.42 -2.46
H 22.6067 -89.6536 18.2529 -0.87 -1.05 0.38
H 22.8801 -87.5098 17.9580 -3.66 -1.70 0.75
```
Forces are in eV/Å.

Summary:
gap between HOMO and LUMO: 8.97 eV
molar mass: 527.4 g/mol
charge: -1
max |F|: 9.6 eV/A
ΔE to the lowest compared entry with this formula, charge and spin: 77.8 kJ/mol